Here is a molecular structure, C42H30Cl3F2N3O2P2S2Sr from OMol25. Energies are from ωB97M-V with the def2-TZVPD basis set.

Values from the calculation:
Kohn-Sham gap in eV: 4.6
ΔE to the lowest compared entry with this formula, charge and spin in eV: 5.785
HOMO level in eV: -1.574

ORCA input file:
```
! RIJCOSX wB97M-V def2-TZVPD def2/J DEFGRID3
* xyz -2 1
Sr 0.212 0.709 0.385
S -1.581 -0.101 2.116
P -0.881 -1.562 0.915
C -0.188 -1.267 -0.677
P -1.619 -0.354 -1.163
S -2.204 1.405 -0.339
C -1.289 0.049 -2.945
C -2.064 0.981 -3.636
C -1.710 1.364 -4.921
C -0.590 0.805 -5.530
C 0.171 -0.136 -4.858
C -0.169 -0.504 -3.556
C -3.200 -1.304 -1.329
C -3.364 -2.201 -2.384
C -4.521 -2.962 -2.476
C -5.507 -2.847 -1.506
C -5.339 -1.973 -0.441
C -4.181 -1.207 -0.348
C 0.504 -2.336 1.839
C 1.710 -2.514 1.171
C 2.785 -3.123 1.820
C 2.642 -3.552 3.128
C 1.438 -3.362 3.802
C 0.369 -2.759 3.161
C -2.080 -2.971 1.077
C -1.929 -4.009 0.156
C -2.768 -5.114 0.207
C -3.746 -5.188 1.190
C -3.883 -4.169 2.121
C -3.046 -3.059 2.069
H -2.932 1.409 -3.150
H -2.300 2.109 -5.443
H -0.311 1.114 -6.532
H 1.043 -0.574 -5.330
H 0.434 -1.218 -3.011
H -2.574 -2.287 -3.121
H -4.668 -3.633 -3.315
H -6.409 -3.444 -1.578
H -6.112 -1.878 0.311
H -4.025 -0.521 0.474
H 1.798 -2.191 0.143
H 3.715 -3.276 1.285
H 3.470 -4.036 3.634
H 1.337 -3.689 4.830
H -0.578 -2.624 3.668
H -1.164 -3.893 -0.604
H -2.664 -5.911 -0.520
H -4.411 -6.045 1.228
H -4.654 -4.231 2.881
H -3.163 -2.247 2.775
F 4.532 -0.199 4.791
C 3.727 0.809 4.311
C 3.204 0.734 3.044
C 2.383 1.752 2.511
C 2.173 2.869 3.352
C 2.691 2.882 4.640
F 2.420 3.913 5.517
C 3.471 1.867 5.160
C 1.395 4.025 2.817
C 1.607 5.339 3.246
C 0.796 6.349 2.757
C -0.174 6.041 1.818
C -0.271 4.727 1.387
N 0.479 3.743 1.879
H 3.440 -0.130 2.425
H 3.845 1.902 6.173
H 2.390 5.576 3.950
H 0.926 7.367 3.108
H -0.830 6.805 1.419
H -0.937 4.432 0.587
O 2.587 1.090 -2.586
C 1.983 2.164 -2.627
C 2.013 3.031 -3.894
C 0.935 4.059 -3.625
C 0.571 3.805 -2.152
O -0.236 4.524 -1.582
N 1.237 2.725 -1.646
H 1.830 2.410 -4.772
H 3.011 3.468 -3.980
H 0.046 3.907 -4.240
H 1.257 5.096 -3.741
Cl 6.396 -1.568 -0.665
C 4.915 -1.191 -1.490
Cl 4.069 -3.058 -1.769
Cl 5.138 -0.578 -3.075
C 3.972 -0.464 -0.678
N 3.210 0.103 -0.041
*
```

---

Here is a molecular structure, C42H30IrN4O4S2 from OMol25. Energies are from ωB97M-V with the def2-TZVPD basis set.

Values from the calculation:
Kohn-Sham gap (spin up / spin down) in eV: 7.0 / 4.2
ΔE to the lowest compared entry with this formula, charge and spin in eV: 0.024
HOMO level (spin up / spin down) in eV: -13.285 / -13.278

ORCA input file:
```
! RIJCOSX wB97M-V def2-TZVPD def2/J DEFGRID3
* xyz 2 6
Ir -2.896 -0.603 -0.089
C -0.330 7.439 -2.073
C -0.582 6.041 -1.580
C 0.221 5.471 -0.595
C -0.021 4.195 -0.111
C -1.082 3.488 -0.648
C -1.922 4.027 -1.615
C -1.657 5.302 -2.081
S -1.350 1.839 -0.045
O -0.728 1.718 1.280
C -0.292 1.002 -1.280
C -0.794 0.940 -2.566
C -0.085 0.298 -3.579
C 1.117 -0.356 -3.290
C 1.822 -1.050 -4.296
C 2.999 -1.748 -3.993
C 3.472 -1.759 -2.699
C 2.798 -1.057 -1.689
C 1.621 -0.331 -1.967
C 0.941 0.390 -0.945
C 1.655 0.548 0.356
C 2.774 1.449 0.337
C 3.088 2.256 -0.791
C 4.119 3.148 -0.747
C 4.905 3.285 0.419
C 4.633 2.525 1.514
C 3.560 1.599 1.506
C 3.246 0.839 2.654
C 2.168 0.010 2.666
C 1.363 -0.124 1.517
S -0.150 -1.051 1.824
O -0.820 -1.338 0.456
C 0.519 -2.601 2.320
C 0.295 -2.998 3.629
C 0.843 -4.197 4.068
C 1.593 -4.996 3.213
C 2.206 -6.284 3.694
C 1.777 -4.578 1.889
C 1.249 -3.387 1.436
H 0.626 7.823 -1.724
H -1.113 8.112 -1.715
H -0.347 7.480 -3.163
H 1.049 6.040 -0.187
H 0.589 3.759 0.673
H -2.786 3.479 -1.980
H -2.304 5.744 -2.831
H -1.738 1.423 -2.794
H -0.466 0.284 -4.595
H 1.439 -1.043 -5.309
H 3.529 -2.281 -4.773
H 4.370 -2.315 -2.460
H 3.179 -1.077 -0.675
H 2.496 2.182 -1.695
H 4.335 3.760 -1.615
H 5.720 3.997 0.439
H 5.225 2.626 2.416
H 3.865 0.937 3.538
H 1.926 -0.555 3.560
H -0.304 -2.386 4.295
H 0.675 -4.519 5.088
H 1.784 -6.597 4.647
H 3.283 -6.163 3.828
H 2.060 -7.084 2.968
H 2.344 -5.205 1.210
H 1.379 -3.076 0.403
O -3.913 -0.151 3.747
C -4.034 -0.314 2.577
O -3.224 0.233 1.637
C -5.103 -1.166 1.971
C -6.278 -1.471 2.621
C -7.210 -2.245 1.944
C -6.927 -2.694 0.661
C -5.717 -2.360 0.084
N -4.830 -1.602 0.739
H -6.439 -1.102 3.625
H -8.152 -2.497 2.414
H -7.634 -3.299 0.110
H -5.439 -2.702 -0.905
N -2.886 -1.503 -1.790
C -2.419 -2.177 -2.667
N -2.053 -2.883 -3.584
C -0.912 -3.233 -4.155
N 0.074 -3.533 -4.674
*
```

---

Here is a molecular structure, C42H32BBaBr2N4O4P from OMol25. Energies are from ωB97M-V with the def2-TZVPD basis set.

Values from the calculation:
Kohn-Sham gap in eV: 5.9
ΔE to the lowest compared entry with this formula, charge and spin in eV: 0.163
HOMO level in eV: -2.252

ORCA input file:
```
! RIJCOSX wB97M-V def2-TZVPD def2/J DEFGRID3
* xyz -2 1
Ba -0.316 -0.804 0.533
B -1.490 -0.657 4.682
N -1.521 0.645 3.836
C -1.437 1.902 4.300
C -1.681 2.776 3.258
C -1.911 1.934 2.163
N -1.818 0.657 2.524
N -0.192 -1.500 4.437
C 0.394 -2.270 5.369
C 1.344 -3.063 4.752
C 1.266 -2.688 3.405
N 0.338 -1.752 3.230
H -2.466 -1.327 4.411
H -1.474 -0.332 5.855
H -1.221 2.091 5.339
H -1.687 3.853 3.285
H -2.132 2.189 1.136
H 0.091 -2.208 6.401
H 2.000 -3.786 5.208
H 1.842 -3.040 2.562
C 2.736 -1.456 -4.953
C 3.280 -1.228 -3.694
C 2.651 -0.362 -2.814
C 1.483 0.310 -3.191
C 0.934 0.058 -4.444
C 1.560 -0.821 -5.320
P 0.725 1.398 -1.927
C 1.926 2.794 -1.918
C 2.734 3.170 -2.992
C 3.613 4.236 -2.875
C 3.700 4.943 -1.681
C 2.910 4.570 -0.603
C 2.036 3.497 -0.718
C -0.687 2.115 -2.844
C -0.612 3.242 -3.623
C -1.737 3.679 -4.355
C -2.904 2.968 -4.314
C -3.018 1.801 -3.520
C -4.209 1.040 -3.473
C -4.266 -0.077 -2.684
C -3.156 -0.468 -1.899
C -1.953 0.219 -1.885
C -1.902 1.365 -2.742
H 3.218 -2.146 -5.637
H 4.183 -1.744 -3.391
H 3.039 -0.218 -1.811
H 0.012 0.550 -4.729
H 1.121 -1.017 -6.291
H 2.671 2.620 -3.923
H 4.237 4.517 -3.717
H 4.392 5.772 -1.590
H 2.991 5.101 0.338
H 1.454 3.165 0.135
H 0.312 3.805 -3.690
H -1.664 4.575 -4.962
H -3.762 3.295 -4.896
H -5.063 1.357 -4.063
H -5.182 -0.662 -2.647
H -3.283 -1.343 -1.262
Br -8.024 -5.273 0.514
C -6.161 -4.872 0.327
C -5.585 -3.939 1.170
C -4.234 -3.652 1.022
C -3.475 -4.299 0.056
C -4.081 -5.233 -0.775
C -5.432 -5.526 -0.652
C -1.981 -3.986 -0.113
O -1.331 -4.745 -0.834
O -1.585 -2.963 0.517
H -6.180 -3.442 1.924
H -3.753 -2.915 1.653
H -3.462 -5.723 -1.515
H -5.911 -6.245 -1.303
Br 7.530 -0.654 2.555
C 5.787 -0.007 3.012
C 5.601 0.553 4.264
C 4.338 1.024 4.599
C 3.297 0.946 3.685
C 3.506 0.375 2.437
C 4.760 -0.118 2.095
C 2.344 0.263 1.464
O 1.367 1.012 1.671
O 2.425 -0.612 0.560
H 6.424 0.613 4.964
H 4.173 1.450 5.581
H 2.302 1.307 3.913
H 4.894 -0.584 1.129
*
```

---

Here is a molecular structure, C42H32N2O4OsP2S3 from OMol25. Energies are from ωB97M-V with the def2-TZVPD basis set.

Values from the calculation:
Kohn-Sham gap (spin up / spin down) in eV: 5.9 / 5.9
HOMO level (spin up / spin down) in eV: -7.256 / -7.260

ORCA input file:
```
! RIJCOSX wB97M-V def2-TZVPD def2/J DEFGRID3
* xyz 0 1
Os 0.982 0.119 0.751
S -2.755 0.210 1.994
P -2.351 0.720 0.148
C -0.720 0.196 -0.365
P -0.038 0.110 -1.995
S 1.804 -0.583 -1.524
C 0.253 1.684 -2.887
C 1.197 2.547 -2.340
C 1.479 3.746 -2.966
C 0.820 4.085 -4.138
C -0.143 3.240 -4.666
C -0.435 2.040 -4.043
C -0.640 -1.054 -3.256
C -1.517 -2.078 -2.936
C -1.807 -3.047 -3.881
C -1.208 -3.002 -5.129
C -0.303 -1.996 -5.434
C -0.007 -1.028 -4.495
C -3.528 -0.082 -1.001
C -3.814 0.441 -2.255
C -4.672 -0.241 -3.100
C -5.244 -1.439 -2.701
C -4.972 -1.951 -1.442
C -4.116 -1.274 -0.593
C -2.664 2.511 -0.069
C -3.486 3.163 0.841
C -3.784 4.501 0.656
C -3.266 5.191 -0.429
C -2.436 4.542 -1.327
C -2.134 3.206 -1.145
H 1.714 2.261 -1.429
H 2.218 4.415 -2.550
H 1.058 5.010 -4.643
H -0.665 3.515 -5.571
H -1.184 1.378 -4.456
H -1.961 -2.112 -1.951
H -2.494 -3.844 -3.638
H -1.434 -3.760 -5.864
H 0.177 -1.972 -6.401
H 0.723 -0.259 -4.712
H -3.382 1.383 -2.562
H -4.897 0.171 -4.073
H -5.904 -1.970 -3.372
H -5.427 -2.876 -1.116
H -3.903 -1.650 0.399
H -3.885 2.616 1.685
H -4.426 5.010 1.361
H -3.506 6.235 -0.577
H -2.017 5.068 -2.172
H -1.483 2.696 -1.836
C -0.632 -2.636 2.223
C -0.186 -1.676 3.268
C -0.104 -2.068 4.619
C 0.228 -1.153 5.576
C 0.475 0.187 5.207
C 0.773 1.194 6.144
C 1.015 2.476 5.724
C 0.957 2.796 4.366
C 0.674 1.835 3.414
S 0.590 2.294 1.733
C 0.429 0.494 3.822
N 0.123 -0.447 2.900
H -1.121 -3.497 2.668
H 0.227 -2.971 1.643
H -1.311 -2.130 1.535
H -0.309 -3.096 4.873
H 0.294 -1.433 6.617
H 0.809 0.929 7.190
H 1.246 3.250 6.441
H 1.142 3.808 4.037
O 2.963 -0.070 1.568
C 3.072 -1.327 1.504
O 2.108 -2.053 1.193
C 4.390 -1.956 1.808
C 5.306 -1.304 2.627
C 6.523 -1.898 2.918
C 6.834 -3.135 2.386
C 5.918 -3.772 1.556
C 4.689 -3.198 1.265
N 6.254 -5.058 0.999
O 7.321 -5.544 1.315
O 5.456 -5.583 0.253
H 5.043 -0.335 3.024
H 7.229 -1.398 3.562
H 7.776 -3.614 2.601
H 3.981 -3.703 0.624
*
```

---

Here is a molecular structure, C42H32N5O7P3S3Zr from OMol25. Energies are from ωB97M-V with the def2-TZVPD basis set.

Values from the calculation:
Kohn-Sham gap in eV: 6.7
ΔE to the lowest compared entry with this formula, charge and spin in eV: 0.373
HOMO level in eV: -7.080

ORCA input file:
```
! RIJCOSX wB97M-V def2-TZVPD def2/J DEFGRID3
* xyz 0 1
Zr -0.153 -0.805 -0.485
C -4.507 0.253 -3.349
C -3.712 -0.452 -2.266
O -4.408 -1.623 -1.868
P -3.374 0.578 -0.788
O -4.760 0.839 -0.116
O -2.876 2.013 -1.243
O -2.401 -0.206 0.019
P -1.985 -0.879 -2.727
O -1.980 -1.168 -4.283
O -1.110 0.310 -2.343
O -1.551 -2.057 -1.877
H -5.485 0.535 -2.960
H -4.641 -0.421 -4.194
H -3.994 1.152 -3.692
H -3.802 -2.165 -1.339
H -4.701 1.217 0.788
H -1.997 1.914 -1.660
H -1.211 -0.792 -4.746
N 1.639 -3.055 -4.319
C 1.496 -1.899 -5.057
C 1.628 -1.653 -6.418
C 1.386 -0.362 -6.839
C 1.028 0.644 -5.931
C 0.900 0.398 -4.577
C 1.134 -0.907 -4.130
N 1.056 -1.471 -2.859
C 1.360 -2.730 -3.029
C 1.450 -3.624 -1.896
C 1.992 -4.872 -1.832
S 2.042 -5.381 -0.200
C 1.342 -3.907 0.277
N 1.064 -3.089 -0.696
H 1.897 -3.961 -4.664
H 1.905 -2.434 -7.114
H 1.476 -0.118 -7.889
H 0.859 1.647 -6.300
H 0.644 1.177 -3.877
H 2.386 -5.478 -2.631
H 1.148 -3.676 1.312
S 1.952 -0.876 1.133
C 3.133 0.308 0.640
C 4.372 0.340 1.272
C 5.312 1.315 0.960
C 6.556 1.333 1.661
N 7.543 1.331 2.250
C 5.011 2.278 -0.014
C 3.781 2.239 -0.659
C 2.837 1.265 -0.347
S 1.325 1.227 -1.214
C 5.935 3.317 -0.337
N 6.664 4.159 -0.621
H 4.606 -0.395 2.031
H 3.550 2.984 -1.408
C -4.492 3.027 2.710
C -4.308 1.671 2.959
C -3.082 1.073 2.702
C -2.001 1.815 2.210
C -2.200 3.175 1.987
C -3.432 3.773 2.225
P -0.429 0.906 1.819
C 0.887 2.089 2.252
C 1.786 1.853 3.291
C 2.850 2.713 3.513
C 3.043 3.815 2.693
C 2.175 4.040 1.637
C 1.118 3.175 1.408
C -0.530 -0.327 3.145
C -0.549 0.030 4.469
C -0.837 -0.919 5.468
C -1.173 -2.191 5.109
C -1.219 -2.577 3.748
C -1.690 -3.862 3.382
C -1.808 -4.187 2.064
C -1.380 -3.277 1.071
C -0.854 -2.032 1.353
C -0.844 -1.655 2.735
H -5.448 3.494 2.906
H -5.116 1.076 3.369
H -2.966 0.013 2.888
H -1.394 3.796 1.635
H -3.552 4.832 2.037
H 1.680 0.972 3.909
H 3.544 2.506 4.319
H 3.886 4.474 2.856
H 2.341 4.872 0.964
H 0.515 3.315 0.521
H -0.375 1.060 4.755
H -0.823 -0.623 6.509
H -1.440 -2.925 5.862
H -1.983 -4.554 4.163
H -2.208 -5.151 1.771
H -1.453 -3.609 0.040
*
```

---

Number 4 is which compound?
C42H32N2O4OsP2S3

---

Which formula does entry 5 have?
C42H32N5O7P3S3Zr

---

What is the formula in the second record?
C42H30IrN4O4S2